Record 1
ORCA calculation (ωB97M-V/def2-TZVPD) on a structure of composition C22H28BCl2N7O2SW.

Values from the calculation:
Orbital gap in eV: 7.781
LUMO energy in eV: -6.6
Net charge: +2
DFT total energy in eV: -76163.143

```
64
Properties=species:S:1:pos:R:3:forces:R:3
W -0.347 -0.442 -0.100 -0.2 0.4 -0.2
B 2.010 0.637 2.227 -0.1 0.0 0.0
N 0.523 0.416 2.703 0.1 0.0 0.1
C 0.093 0.695 3.924 0.0 -0.1 0.0
C -1.289 0.512 3.989 0.0 0.0 -0.2
C -1.648 0.113 2.721 0.0 0.0 0.1
N -0.539 0.054 1.942 0.1 0.1 -0.2
N 2.247 0.040 0.787 0.1 0.1 0.1
C 3.495 -0.240 0.404 0.2 0.2 0.0
C 3.656 0.064 -0.942 0.0 -0.1 0.2
C 2.416 0.508 -1.342 -0.2 0.2 -0.1
N 1.551 0.505 -0.302 0.6 -0.4 -0.1
H 2.739 0.059 2.971 0.1 0.0 0.1
H 2.190 1.819 2.163 0.0 0.1 0.0
H 0.790 1.008 4.685 0.0 0.0 0.0
H -1.929 0.649 4.842 0.0 0.0 0.0
H -2.617 -0.143 2.320 0.0 0.0 0.0
H 4.221 -0.563 1.132 0.0 0.0 0.0
H 4.552 -0.012 -1.532 0.0 0.0 0.0
H 2.100 0.841 -2.316 0.0 0.0 0.0
N -0.849 2.856 0.115 0.0 -0.1 0.0
C -0.761 1.719 0.002 0.1 0.0 0.1
H -0.890 3.853 0.237 0.0 0.0 0.0
S 0.096 -2.512 1.331 0.0 0.2 -0.1
C 0.099 -4.040 0.520 0.1 0.0 0.0
N 0.300 -5.142 1.225 0.0 -0.1 -0.1
C 0.204 -6.352 0.397 -0.1 0.0 0.1
C 0.106 -5.759 -1.021 0.0 0.0 -0.1
N -0.101 -4.324 -0.757 0.0 0.0 0.0
H 0.385 -5.147 2.229 0.0 0.0 0.0
H -0.685 -6.920 0.669 0.0 0.0 0.0
H 1.082 -6.980 0.529 0.0 0.0 0.0
H -0.731 -6.167 -1.583 0.0 0.0 0.0
H 1.022 -5.907 -1.590 0.0 0.0 0.0
H -0.031 -3.606 -1.462 0.0 0.0 0.0
Cl 1.215 0.094 -4.864 0.0 0.0 0.0
C 0.358 -1.200 -4.053 -0.3 0.0 0.1
Cl -1.270 -1.481 -4.721 0.2 0.0 0.0
C 0.142 -0.863 -2.596 0.1 -0.1 0.0
O 0.369 -1.734 -1.693 -0.1 -0.1 0.1
O -0.292 0.244 -2.205 0.0 0.1 0.2
H 0.918 -2.126 -4.135 0.0 0.0 -0.1
C -4.042 -1.531 -1.752 0.1 0.0 0.0
C -3.478 -0.276 -1.064 -0.1 0.0 0.1
C -3.429 0.865 -2.085 0.0 0.0 0.0
C -2.130 -0.546 -0.521 -0.3 -0.3 0.0
C -4.245 0.081 0.228 -0.1 0.0 0.0
C -4.459 1.408 0.591 0.0 0.0 0.0
C -5.077 1.722 1.794 0.0 0.0 0.0
C -5.481 0.717 2.658 0.0 0.0 0.0
C -5.272 -0.610 2.307 0.0 0.0 0.0
C -4.656 -0.924 1.106 0.0 0.0 -0.1
H -3.466 -1.752 -2.651 0.0 0.0 0.0
H -5.076 -1.344 -2.042 0.0 0.0 0.0
H -4.025 -2.411 -1.112 0.0 0.0 0.0
H -2.920 0.539 -2.990 0.0 0.0 0.0
H -2.908 1.744 -1.709 0.0 0.0 0.0
H -4.446 1.155 -2.347 0.0 0.0 0.0
H -2.016 -1.437 0.199 -0.2 0.0 -0.1
H -4.177 2.215 -0.072 0.0 0.0 0.0
H -5.253 2.759 2.047 0.0 0.0 0.0
H -5.969 0.963 3.592 0.0 0.0 0.0
H -5.600 -1.404 2.965 0.0 0.0 0.0
H -4.513 -1.968 0.859 0.0 0.0 0.0
```
Positions in Å, forces in eV/Å.



Record 2
ORCA calculation (ωB97M-V/def2-TZVPD) on a cluster of 9 separate species, C71H70BBrF3INO4PS in total in a non-equilibrium geometry.

Values from the calculation:
Orbital gap in eV: 7.939
LUMO energy in eV: -0.6
SMILES string: C#Cc1c(Br)c2c(c(C)c1C[C@H](C)I)Sc1c(cc(B(O)O)c(P(O)O)c1CCC(F)=C(F)F)N2C.c1ccccc1.c1ccccc1.c1ccccc1.c1ccccc1.c1ccccc1.c1ccccc1.c1ccccc1.c1ccccc1
DFT total energy in eV: -191533.042

```
154
Properties=species:S:1:pos:R:3:forces:R:3
C -3.176 2.239 -0.803 0.8 -0.1 0.4
C -2.991 3.443 -0.722 -0.7 1.2 -1.3
C -3.049 4.960 -0.929 -0.4 1.2 0.7
C -4.015 5.719 -0.035 1.6 1.5 -2.1
Br -5.113 4.800 1.299 0.9 0.8 -1.3
C -4.136 7.194 -0.171 1.5 -2.0 -1.4
C -3.257 7.919 -1.170 -0.8 -2.4 0.7
C -2.303 7.202 -2.056 -1.1 -0.8 1.5
C -1.462 8.039 -3.091 -0.9 0.1 -0.1
C -2.209 5.689 -1.954 -1.3 0.5 1.9
C -1.275 4.816 -2.874 -0.3 0.3 -0.2
C 0.240 5.334 -2.982 -1.5 0.5 -1.6
C 0.435 5.834 -4.505 0.1 -0.5 0.6
I 1.518 3.574 -2.711 -0.1 0.8 0.2
S -3.512 9.747 -1.207 -1.0 -1.1 -0.2
C -5.350 9.831 -1.057 -2.1 -0.7 0.8
C -5.939 8.813 -0.094 -2.0 2.0 -1.8
C -7.415 8.812 0.041 1.6 1.5 -1.4
C -8.276 9.790 -0.719 1.9 0.1 0.0
B -9.873 9.669 -0.412 -0.3 -0.3 0.0
O -10.625 10.728 0.145 0.5 -1.4 -1.8
O -10.485 8.417 -0.753 0.9 2.1 -0.7
C -7.701 10.804 -1.687 2.7 -3.4 1.0
P -8.881 11.928 -2.605 -1.6 2.3 0.8
O -8.145 12.705 -3.920 -0.1 -2.8 0.4
O -10.143 10.997 -3.321 2.9 -0.6 0.5
C -6.182 10.813 -1.821 -0.3 -1.5 0.6
C -5.444 11.848 -2.754 -0.4 0.5 0.4
C -5.600 13.329 -2.130 0.9 1.0 -0.4
C -4.239 14.139 -2.279 -0.9 -0.2 -0.9
F -3.733 14.751 -1.133 -0.4 -1.4 -1.8
C -3.592 14.278 -3.478 0.5 0.6 2.2
F -2.266 14.700 -3.427 -2.5 -0.4 -1.2
F -4.171 14.077 -4.705 1.6 0.0 2.0
N -5.106 7.876 0.680 0.7 1.5 -1.6
C -4.406 8.586 1.800 0.0 -0.3 1.8
H -3.158 1.118 -0.794 -0.1 1.9 0.0
H -1.885 7.793 -4.121 0.8 0.2 1.2
H -0.355 7.857 -3.043 -1.3 0.0 -0.1
H -1.616 9.157 -2.974 0.0 -1.5 0.1
H -1.748 4.836 -3.912 0.7 0.0 1.2
H -1.241 3.721 -2.590 -0.6 1.5 0.1
H 0.420 6.147 -2.228 0.2 -1.2 -0.6
H -0.524 6.319 -4.868 1.4 -0.5 0.4
H 0.628 4.896 -5.104 -0.3 1.2 0.4
H 1.305 6.539 -4.625 -0.9 -0.7 0.1
H -7.858 8.057 0.758 0.4 1.1 -1.0
H -11.409 10.797 -0.449 0.3 0.0 1.0
H -10.058 8.193 -1.610 -0.3 -0.4 1.0
H -7.895 11.995 -4.560 0.0 1.0 0.1
H -9.698 10.179 -3.640 -0.8 0.3 -0.1
H -4.334 11.676 -2.839 -1.3 -0.3 0.3
H -5.842 11.817 -3.817 0.4 0.1 1.5
H -5.883 13.293 -1.029 0.5 0.1 -1.4
H -6.368 13.948 -2.686 0.6 -1.0 0.7
H -4.604 8.002 2.759 0.2 0.6 -1.2
H -3.278 8.609 1.693 -1.4 0.2 -0.2
H -4.845 9.611 1.971 0.6 -1.0 -0.4
C -0.526 0.705 1.118 0.0 -0.1 -0.1
C -1.187 -0.331 1.771 0.0 -0.1 -0.1
C -0.580 -1.575 1.894 0.0 0.0 0.0
C 0.686 -1.787 1.361 0.0 0.0 0.0
C 1.343 -0.755 0.700 0.1 0.1 0.1
C 0.737 0.492 0.581 0.1 0.0 0.1
H -0.996 1.678 1.028 0.0 0.0 0.0
H -2.176 -0.167 2.185 0.1 0.0 0.0
H -1.095 -2.381 2.405 0.0 0.0 0.0
H 1.161 -2.757 1.458 0.0 0.1 0.0
H 2.328 -0.922 0.279 -0.1 0.0 0.0
H 1.252 1.298 0.067 0.0 0.0 0.1
C 3.840 -4.351 2.314 0.1 0.0 0.0
C 3.943 -3.013 2.677 0.0 0.0 0.0
C 4.989 -2.238 2.189 0.0 0.0 0.0
C 5.935 -2.803 1.340 -0.1 0.0 0.0
C 5.836 -4.143 0.984 0.0 0.0 0.0
C 4.789 -4.917 1.470 0.0 0.0 0.0
H 3.020 -4.953 2.690 0.0 0.0 0.0
H 3.206 -2.573 3.340 0.0 0.0 0.0
H 5.066 -1.193 2.469 0.0 -0.1 0.0
H 6.749 -2.198 0.957 0.0 0.0 0.0
H 6.577 -4.586 0.327 -0.1 0.0 0.0
H 4.711 -5.961 1.190 0.0 0.1 0.0
C -0.231 -0.054 -2.719 0.0 0.0 -0.1
C -0.530 -1.291 -2.160 0.0 0.0 0.0
C -1.080 -2.296 -2.947 0.0 0.1 -0.1
C -1.336 -2.063 -4.294 0.0 0.0 0.0
C -1.046 -0.823 -4.851 0.0 0.0 0.0
C -0.492 0.181 -4.065 0.0 0.0 0.0
H 0.205 0.728 -2.106 -0.1 -0.1 -0.1
H -0.334 -1.472 -1.110 0.0 0.0 -0.1
H -1.310 -3.261 -2.510 0.0 0.1 0.0
H -1.763 -2.848 -4.909 0.0 0.0 0.0
H -1.250 -0.638 -5.900 0.0 0.0 0.1
H -0.263 1.148 -4.500 0.0 0.0 0.0
C -1.708 3.486 6.041 0.0 0.0 0.0
C -2.884 3.912 5.436 0.0 0.0 0.0
C -3.242 3.423 4.184 0.0 0.0 0.1
C -2.420 2.511 3.534 0.1 0.0 0.1
C -1.237 2.092 4.137 0.0 0.0 0.0
C -0.883 2.578 5.390 0.0 0.0 0.0
H -1.435 3.863 7.020 0.0 0.0 -0.1
H -3.525 4.626 5.941 0.0 -0.1 0.0
H -4.161 3.756 3.716 0.1 0.0 0.1
H -2.699 2.128 2.558 0.0 0.1 0.0
H -0.592 1.385 3.630 0.0 0.1 0.1
H 0.037 2.249 5.860 -0.1 0.0 0.0
C -0.285 -6.442 -1.209 0.0 -0.1 0.0
C -0.175 -5.968 -2.512 0.0 0.0 0.0
C -0.642 -6.735 -3.573 0.0 0.0 0.0
C -1.215 -7.979 -3.332 0.0 0.0 0.0
C -1.317 -8.456 -2.031 0.0 0.0 0.0
C -0.854 -7.688 -0.969 0.0 0.0 0.0
H 0.073 -5.841 -0.381 0.0 0.0 0.0
H 0.275 -5.000 -2.700 0.0 -0.1 0.0
H -0.558 -6.364 -4.588 0.0 0.0 0.1
H -1.582 -8.576 -4.160 0.0 0.0 0.0
H -1.759 -9.429 -1.843 0.0 0.1 0.0
H -0.935 -8.060 0.046 0.0 0.0 -0.1
C 7.186 -9.181 -1.642 0.0 0.0 0.0
C 5.874 -9.271 -2.094 0.0 0.0 0.0
C 4.823 -8.932 -1.250 0.0 0.0 0.0
C 5.083 -8.508 0.048 0.1 0.0 -0.1
C 6.394 -8.428 0.503 0.0 0.0 0.0
C 7.446 -8.762 -0.342 0.0 0.0 0.0
H 8.005 -9.439 -2.303 0.0 0.0 0.0
H 5.671 -9.604 -3.106 0.0 0.0 0.1
H 3.800 -8.999 -1.604 0.1 0.0 0.0
H 4.263 -8.242 0.706 0.0 0.0 -0.1
H 6.598 -8.102 1.518 0.0 0.0 -0.1
H 8.469 -8.697 0.011 -0.1 0.0 0.0
C 5.646 -9.966 3.727 0.0 0.0 0.0
C 4.761 -8.910 3.908 0.0 0.0 0.0
C 4.318 -8.585 5.185 0.0 0.0 0.0
C 4.757 -9.319 6.281 0.0 0.0 -0.1
C 5.634 -10.382 6.098 0.0 0.0 0.0
C 6.081 -10.704 4.822 0.0 0.0 0.0
H 5.997 -10.215 2.732 0.0 0.0 0.0
H 4.417 -8.338 3.053 0.0 0.0 0.1
H 3.630 -7.758 5.326 0.0 0.0 0.0
H 4.413 -9.065 7.277 0.0 0.0 -0.1
H 5.972 -10.959 6.952 0.0 0.0 -0.1
H 6.767 -11.531 4.679 0.0 0.0 0.0
C 8.535 -13.204 2.372 0.0 -0.1 0.0
C 7.874 -14.240 3.024 0.0 0.0 0.0
C 8.479 -15.485 3.144 0.0 0.0 0.0
C 9.744 -15.697 2.607 0.0 0.0 0.0
C 10.401 -14.665 1.947 0.0 0.0 0.0
C 9.797 -13.418 1.830 0.0 0.0 0.0
H 8.065 -12.231 2.284 0.0 0.0 0.0
H 6.886 -14.075 3.441 0.1 0.0 0.0
H 7.966 -16.291 3.656 0.0 0.0 0.0
H 10.218 -16.667 2.703 0.0 0.1 0.0
H 11.385 -14.832 1.524 -0.1 0.0 0.0
H 10.310 -12.613 1.317 0.0 0.0 0.0
```
Positions in Å, forces in eV/Å.



Record 3
ORCA calculation (ωB97M-V/def2-TZVPD) on a structure of composition C17H15HgIN2SSbSe4 in a non-equilibrium geometry.

Values from the calculation:
Spin multiplicity: 2
Orbital gap (alpha / beta) in eV: 4.116 / 4.214
LUMO energy (alpha / beta) in eV: 3.2 / 3.2
Net charge: -2
DFT total energy in eV: -311886.223

```
42
Properties=species:S:1:pos:R:3:forces:R:3
Hg 0.787 0.155 0.436 -0.3 -0.4 0.7
Se 5.249 -1.050 -3.323 0.1 0.0 -0.1
Sb 5.423 0.672 -1.630 -0.2 -0.3 0.3
Se 2.810 0.906 -0.815 0.6 0.5 -0.7
Se 6.612 0.170 0.420 0.1 0.0 0.0
Se 5.804 2.914 -2.508 0.0 0.0 0.1
I -2.222 -3.216 -4.542 0.0 0.0 -0.1
C -1.773 -3.325 -2.514 -0.1 -0.3 0.3
C -2.000 -4.493 -1.792 0.0 0.1 0.0
C -1.695 -4.510 -0.435 0.0 0.1 -0.3
C -1.187 -3.356 0.137 0.0 0.3 -0.4
N -0.976 -2.240 -0.560 0.0 -0.2 0.0
C -1.250 -2.219 -1.861 0.0 -0.2 0.3
H -2.401 -5.371 -2.281 0.0 0.0 0.0
H -1.848 -5.399 0.162 0.0 0.0 0.0
H -0.933 -3.315 1.189 0.0 0.0 0.0
H -1.032 -1.302 -2.393 0.0 0.1 0.0
N -1.700 1.676 -0.371 -0.5 0.2 -0.2
S -1.400 3.207 -0.176 0.4 0.1 0.1
C -2.629 4.246 -1.011 -0.1 -0.1 0.0
C -2.375 5.579 -1.314 0.1 -0.1 0.1
C -3.372 6.354 -1.873 -0.2 0.0 -0.1
C -4.626 5.805 -2.129 0.1 0.1 0.0
C -4.875 4.476 -1.819 0.0 0.1 0.0
C -3.878 3.695 -1.254 0.2 0.0 0.0
C 0.034 3.687 -1.127 0.0 0.0 0.0
C 1.210 3.925 -0.434 -0.1 0.1 0.0
C 2.397 4.086 -1.138 -0.1 0.2 0.1
C 2.394 4.018 -2.516 0.0 0.1 -0.3
C 1.211 3.781 -3.208 -0.1 0.0 0.1
C 0.025 3.606 -2.519 0.0 0.0 0.0
H -1.711 1.454 -1.370 0.1 -0.1 0.0
H -1.394 5.995 -1.132 0.1 0.0 0.0
H -3.171 7.389 -2.118 0.0 0.0 0.0
H -5.404 6.413 -2.570 0.0 0.0 0.0
H -5.847 4.044 -2.017 0.0 0.0 0.0
H -4.042 2.654 -1.003 0.0 0.0 0.0
H 1.206 3.923 0.648 0.0 0.0 0.0
H 3.335 4.200 -0.615 0.1 0.0 0.0
H 3.336 4.073 -3.045 0.0 0.0 0.0
H 1.228 3.688 -4.286 0.0 0.0 -0.1
H -0.896 3.389 -3.047 0.0 0.0 0.0
```
Positions in Å, forces in eV/Å.



Record 4
ORCA calculation (ωB97M-V/def2-TZVPD) on a cluster of 3 separate species, C12H18NO6 in total.

Values from the calculation:
Orbital gap in eV: 6.431
LUMO energy in eV: 2.6
Net charge: -1
DFT total energy in eV: -26512.771

```
37
Properties=species:S:1:pos:R:3:forces:R:3
C 4.585 -2.651 1.849 0.2 0.1 -0.1
C 3.700 -1.471 2.185 0.1 0.1 -0.1
N 4.161 -0.280 2.232 0.0 0.0 0.0
C 2.267 -1.745 2.507 0.1 0.2 0.2
C 1.555 -2.577 1.411 -0.2 -0.4 -0.2
O 1.719 -2.174 0.236 0.1 0.0 0.0
O 0.897 -3.569 1.797 0.1 0.1 0.1
H 5.114 -2.960 2.756 -0.1 -0.2 0.0
H 4.031 -3.488 1.431 -0.1 0.0 0.1
H 5.349 -2.341 1.133 0.0 0.0 0.0
H 5.152 -0.288 1.981 0.0 0.0 0.0
H 2.182 -2.250 3.473 0.1 -0.2 -0.1
H 1.773 -0.787 2.613 -0.1 0.0 0.0
O -0.299 0.044 2.140 -0.1 0.2 -0.1
C 0.018 0.799 1.267 -0.1 0.1 0.1
O 1.219 0.765 0.659 0.0 0.1 0.1
C 1.349 1.839 -0.272 0.0 -0.1 0.0
C -0.082 2.237 -0.612 0.0 0.3 -0.1
C -0.809 1.940 0.691 0.0 -0.2 -0.4
H 1.906 2.652 0.204 0.0 0.0 0.0
H 1.915 1.482 -1.129 0.0 -0.1 0.1
H -0.174 3.269 -0.945 0.0 0.0 0.0
H -0.466 1.593 -1.406 0.0 0.0 0.0
H -0.778 2.783 1.384 0.0 0.0 0.0
H -1.838 1.630 0.539 0.0 0.1 0.2
O -3.016 2.991 -2.269 -0.2 0.0 0.2
C -3.336 1.840 -2.192 0.3 0.0 -0.2
O -3.754 1.258 -1.044 -0.1 0.1 -0.1
C -3.949 -0.157 -1.246 0.0 -0.2 0.0
C -4.161 -0.321 -2.746 0.0 0.0 -0.1
C -3.303 0.810 -3.306 -0.3 -0.2 0.1
H -3.060 -0.680 -0.888 0.0 0.0 0.0
H -4.805 -0.473 -0.655 0.0 0.1 0.1
H -3.891 -1.312 -3.105 0.1 0.0 0.0
H -5.210 -0.145 -2.993 0.0 0.0 0.0
H -2.267 0.501 -3.453 0.0 0.1 0.0
H -3.693 1.235 -4.226 0.2 0.1 0.0
```
Positions in Å, forces in eV/Å.



> Which value of DFT total energy does entry 3 give?

-311886.223 eV



> Which value of DFT total energy does entry 3 give?

-311886.223 eV



> What is the formula in the first record?

C22H28BCl2N7O2SW



> The highest DFT total energy belongs to which entry?

C12H18NO6